C5H10N | ωB97M-V with the def2-TZVPD basis set

```
16
Properties=species:S:1:pos:R:3:forces:R:3
C 1.64001 0.04773 1.53345 -3.629 0.242 -2.190
C 2.12875 -1.13406 1.45483 1.949 -1.902 2.180
C 0.28061 0.72053 0.18565 1.601 -0.521 -0.266
C -0.98207 0.41726 -0.61506 1.584 0.243 2.185
C -0.90020 -0.50256 -1.69476 -0.815 -1.284 -2.177
N -2.17697 0.88708 -0.31309 1.926 0.111 1.930
H 2.78587 -1.43153 2.37158 -0.853 0.592 -1.744
H 2.00608 -1.94667 0.73194 -0.234 0.682 0.121
H 0.14978 1.56072 0.81532 -0.339 1.112 0.098
H 1.26300 0.79724 -0.40638 -2.076 0.222 0.034
H -0.25332 -0.20060 -2.49600 0.333 0.605 -0.504
H -1.91706 -0.73037 -2.13552 1.320 -0.155 0.542
H -0.34110 -1.36522 -1.32369 -0.539 -0.372 0.072
H -2.96049 0.82170 -0.94332 -0.169 -0.253 0.221
H 1.53450 0.90162 2.15524 0.574 0.147 0.582
H -2.25740 1.15713 0.67981 -0.632 0.529 -1.085
```
Positions in Å, forces in eV/Å.

## Properties
- HOMO: -13.8375 eV
- Energy above the lowest of the compared OMol25 structures with the same formula, charge and spin: 3.365 eV
- Lowest unoccupied orbital energy: -4.70 eV
- Net charge: +1

C5H10N | ωB97M-V with the def2-TZVPD basis set

```
16
Properties=species:S:1:pos:R:3:forces:R:3
C 2.05462 0.55651 0.80176 -0.019 1.441 -1.825
C 1.15862 -0.14761 -0.10819 -0.309 -0.454 0.122
C -0.04853 -0.37062 -0.52100 0.332 0.273 -0.159
C -1.49188 -0.36895 -0.39723 -0.979 -0.194 -0.807
N -1.99347 0.86269 0.46512 -2.184 -1.145 -3.852
C 1.00744 -1.20874 -1.13488 1.928 -0.611 -0.410
H 2.51530 -0.03647 1.52355 1.018 -1.290 0.875
H 1.37768 1.16651 1.30833 -0.691 1.554 1.355
H 2.77995 1.23061 0.28367 -0.403 -0.809 0.318
H -1.76031 -1.18063 0.23335 -0.397 -1.065 0.290
H -2.00310 -0.54574 -1.42173 0.455 1.038 1.826
H -2.32632 0.60144 1.35387 -0.232 -0.645 1.548
H -2.84438 1.27436 -0.03948 1.882 0.037 0.828
H -1.17283 1.40000 0.52648 0.879 1.815 0.150
H 1.56119 -0.99368 -2.05443 -0.918 0.003 -0.348
H 1.18600 -2.23967 -0.81920 -0.362 0.053 0.087
```
Positions in Å, forces in eV/Å.

## Properties
- HOMO: -12.9816 eV
- Energy above the lowest of the compared OMol25 structures with the same formula, charge and spin: 2.908 eV
- SMILES: CC1=C(C[NH3+])C1
- Lowest unoccupied orbital energy: -3.90 eV
- Net charge: +1

C5H10N2 | ωB97M-V with the def2-TZVPD basis set

```
17
Properties=species:S:1:pos:R:3:forces:R:3
C -1.59501 -1.35432 -0.84382 0.300 -0.686 0.576
C -0.66028 -1.24000 0.37097 0.021 0.182 0.478
C -0.49531 0.17402 0.85818 0.197 -0.589 -0.174
C 0.73741 0.75805 0.85606 0.125 1.031 -0.102
N 1.03034 2.03417 1.15167 0.179 -0.311 0.395
C 2.29192 2.48851 0.95073 -0.126 0.205 0.673
N -0.93638 -1.12612 -2.11944 -0.771 0.078 -0.574
H -2.05000 -2.35549 -0.88246 0.034 -0.018 0.149
H -2.41229 -0.66595 -0.61068 0.021 0.159 -0.616
H 0.35529 -1.57669 0.13754 -0.076 -0.302 -0.257
H -1.02567 -1.94993 1.13546 -0.106 0.160 0.027
H -1.36713 0.74116 1.17323 0.011 0.026 -0.101
H 1.64314 0.16265 0.66223 -0.296 -0.404 -0.348
H 2.79136 2.96823 1.79264 0.000 0.409 -0.205
H 2.84572 2.43092 0.01998 0.070 -0.356 -0.282
H 0.06473 -1.22009 -2.08367 0.060 0.314 0.218
H -1.21783 -0.26913 -2.56861 0.356 0.102 0.144
```
Positions in Å, forces in eV/Å.

## Properties
- HOMO (alpha / beta): -0.8055 / -2.0902 eV
- Spin multiplicity: 2
- Energy above the lowest of the compared OMol25 structures with the same formula, charge and spin: 0.656 eV
- Lowest unoccupied orbital energy (alpha / beta): 4.26 / 4.24 eV
- Net charge: -1

C5H10N2 | ωB97M-V with the def2-TZVPD basis set

```
17
Properties=species:S:1:pos:R:3:forces:R:3
C -0.76424 -1.57277 0.14901 0.295 1.594 0.426
C -0.45801 -0.41082 -0.72616 1.308 1.347 -0.538
C 1.22410 0.42864 0.86732 0.684 0.891 1.440
C 0.91387 1.70652 -1.39042 -2.705 -0.720 2.673
C 0.55988 0.48884 -0.49535 -2.144 -0.561 0.548
N -1.95080 -1.23053 1.15906 0.490 -0.530 -2.940
N -1.83434 -1.15029 2.32247 -0.519 0.270 1.049
H -1.08089 -2.41708 -0.42841 -0.162 -0.600 -0.144
H 0.22338 -1.66677 0.61574 -1.086 -1.184 0.847
H -1.01704 -0.40331 -1.63379 -0.221 0.516 -0.787
H 1.25691 -0.60577 1.32445 0.783 1.087 -0.846
H 2.27049 0.96330 0.76971 -2.009 -1.237 0.769
H 0.55878 0.88895 1.73122 1.359 -0.112 -1.958
H 1.69561 1.50101 -1.98608 2.980 -0.872 -2.123
H 1.18820 2.54626 -0.77363 0.056 0.295 0.365
H 0.10484 2.01894 -2.02143 -0.609 -0.037 -0.255
H -2.89075 -1.08513 0.51629 1.502 -0.146 1.475
```
Positions in Å, forces in eV/Å.

## Properties
- HOMO: -7.7136 eV
- Energy above the lowest of the compared OMol25 structures with the same formula, charge and spin: 4.091 eV
- Lowest unoccupied orbital energy: 0.86 eV

C5H10N2 | ωB97M-V with the def2-TZVPD basis set

```
17
Properties=species:S:1:pos:R:3:forces:R:3
C -0.77987 -0.40222 -1.61100 2.287 2.045 -1.448
C -0.09272 1.55531 -0.14320 -0.031 -0.399 0.262
C 0.35946 1.27999 -1.53358 -2.650 -2.288 -0.366
C 0.70293 -1.28380 2.18536 0.011 -0.122 -0.022
N -0.61848 -0.79034 -0.26491 0.274 0.247 0.276
C -0.01420 0.19536 0.51769 0.080 0.276 0.525
N 0.59099 0.02813 1.60669 0.046 0.429 0.515
H -1.30242 -1.38050 0.18172 0.064 -0.013 -0.063
H -0.09598 -0.87321 -2.31531 -0.256 -0.544 0.132
H -1.80206 -0.45533 -1.98453 0.012 0.649 -0.030
H 0.49189 2.28080 0.41559 0.000 -0.027 0.094
H -1.16619 1.82580 -0.15988 0.513 0.235 0.024
H 0.16510 2.04305 -2.27670 -0.393 -0.179 -0.191
H 1.34776 0.85650 -1.66950 0.104 -0.039 0.255
H 1.41429 -1.22479 3.00831 -0.054 -0.172 0.007
H -0.25465 -1.63267 2.58770 0.028 -0.042 0.035
H 1.05416 -2.02209 1.45554 -0.034 -0.056 -0.004
```
Positions in Å, forces in eV/Å.

## Properties
- HOMO: -8.6548 eV
- Energy above the lowest of the compared OMol25 structures with the same formula, charge and spin: 2.097 eV
- Lowest unoccupied orbital energy: 1.03 eV

C5H10N2 | ωB97M-V with the def2-TZVPD basis set

```
17
Properties=species:S:1:pos:R:3:forces:R:3
C 0.88322 0.96037 1.84512 -0.053 0.077 0.009
C 1.59102 0.02352 0.90941 0.189 -0.038 0.201
N 0.96621 -0.73878 -0.01765 0.014 -0.078 0.036
C 0.51526 0.22405 -0.87370 -0.208 0.036 -0.254
C -0.89314 0.24965 -1.32800 0.151 0.124 -0.144
C -1.69591 -1.00603 -1.35793 0.006 -0.233 -0.187
N -2.00872 0.03763 -0.39096 -0.002 0.013 0.259
H -0.19470 0.96429 1.65535 0.165 0.019 -0.012
H 1.23307 1.99551 1.75084 -0.066 -0.146 -0.007
H 1.05438 0.67081 2.89346 -0.009 -0.024 -0.136
H 2.63128 -0.21629 1.14965 -0.129 0.023 -0.012
H 1.07122 -1.73763 -0.18444 0.012 0.176 0.035
H 1.24308 0.87827 -1.33735 -0.114 -0.076 0.090
H -1.11232 1.00315 -2.08308 0.053 -0.139 0.142
H -2.42964 -1.15454 -2.14722 0.113 0.032 0.140
H -1.23160 -1.92452 -0.99797 -0.070 0.191 -0.039
H -1.62270 -0.22946 0.51447 -0.053 0.045 -0.120
```
Positions in Å, forces in eV/Å.

## Properties
- HOMO (alpha / beta): -7.1280 / -7.1278 eV
- Energy above the lowest of the compared OMol25 structures with the same formula, charge and spin: 4.256 eV
- Lowest unoccupied orbital energy (alpha / beta): 0.79 / 0.87 eV

The highest energy above the lowest of the compared OMol25 structures with the same formula, charge and spin belongs to which entry?
number 6

Which of these has the highest energy above the lowest of the compared OMol25 structures with the same formula, charge and spin?
number 6

What is the formula in the fifth record?
C5H10N2

What is the energy above the lowest of the compared OMol25 structures with the same formula, charge and spin in the fifth record?
2.097 eV